An isolated ion of composition C6H11BrN and charge +1 at a distorted geometry. Source: the Open Molecules 2025 dataset; level of theory: ωB97M-V with the def2-TZVPD basis set.

Summary:
- energy relative to the best compared isomer or geometry (same formula, charge and spin) (eV) = 5.738
- E (eV) = -77920.429
- HOMO energy (alpha / beta) (eV) = -13.913 / -13.606
- charge = +1
- maximum force (hartree/bohr) = 0.067
- LUMO level (alpha / beta) (eV) = -6.182 / -6.494
- Kohn-Sham gap (alpha / beta) (eV) = 7.731 / 7.113

XYZ file:
```
19
Properties=species:S:1:pos:R:3:forces:R:3
C 2.219 0.471 0.146 -1.61 -2.80 -1.14
C 1.814 1.813 0.193 0.90 2.17 0.06
C 0.408 1.960 -0.317 -0.43 -0.15 -0.34
C -0.368 0.703 -0.155 -0.85 -1.48 -0.19
C -1.319 -2.183 -0.122 0.79 -0.11 -2.78
C 0.032 -1.716 0.307 2.85 -0.16 1.66
N 0.342 -0.521 -0.492 2.63 1.77 0.91
Br 3.702 -0.494 -0.033 -0.32 0.65 0.19
H 1.900 2.193 1.217 0.13 -0.45 0.52
H 2.351 2.632 -0.367 0.55 -1.18 0.48
H -0.103 2.767 0.202 0.00 0.20 -0.40
H 0.611 2.155 -1.347 -0.80 0.47 -0.89
H -0.690 0.591 0.841 -0.59 0.18 1.64
H -1.292 0.719 -0.746 0.17 0.10 -0.27
H -1.899 -1.390 0.185 -2.05 1.49 0.74
H -1.423 -2.190 -1.243 0.18 -0.47 1.05
H -1.664 -3.072 0.335 -0.09 -1.00 0.37
H 0.963 -2.400 0.149 -1.96 0.78 0.21
H -0.070 -1.516 1.452 0.49 -0.01 -1.79
```
Forces are in eV/Å.